## one
22
Properties=species:S:1:pos:R:3:mulliken_charge:R:1 method="wB97M-V/def2-TZVPD" orbital_gap_ha=0.267 lumo_ev=3.64 total_charge=-1 homo_energy_ev=-3.63
C 0.04459 2.03374 -1.47734 -0.47
C 1.30028 2.89349 -1.27222 -1.19
C -0.23849 0.91711 -0.46581 -0.42
N 0.40390 -0.34148 -0.84091 -0.39
C -0.35051 -1.58858 -0.68705 -0.71
C -0.21085 -2.15375 0.72115 -0.43
O -0.81285 -1.23667 1.60270 -0.73
H 0.09035 1.57995 -2.47190 0.25
H -0.82017 2.71358 -1.42848 0.32
H 1.38686 3.21274 -0.23647 0.31
H 1.28093 3.73384 -1.95757 0.36
H 2.18227 2.29787 -1.51910 0.29
H 0.03878 1.17099 0.55888 0.33
H -1.32554 0.77746 -0.44728 0.33
H 1.20040 -0.46925 -0.22905 0.24
H -1.41797 -1.43592 -0.85968 0.30
H 0.01542 -2.29598 -1.42481 0.33
H 0.85017 -2.28107 1.01464 0.26
H -0.76143 -3.11142 0.80612 0.29
H -0.44990 -2.34412 4.13336 0.21
H -1.07498 -1.77946 2.73473 0.36
O -1.33128 -2.29306 3.74610 -0.84


## two
22
Properties=species:S:1:pos:R:3:mulliken_charge:R:1 method="wB97M-V/def2-TZVPD" orbital_gap_ha=0.228 lumo_ev=3.31 total_charge=-1 homo_energy_ev=-2.89
C -1.66553 -0.51888 0.10267 -0.34
O -2.42234 -0.04089 -0.89824 -0.91
C -0.45745 0.37524 0.43372 -0.58
C 0.84640 -0.37647 0.87364 -0.91
C 2.01813 -0.21591 -0.06704 -0.56
C 4.31960 0.66239 0.22966 -0.93
N 2.90782 0.87949 0.29484 -0.28
H -2.15804 -0.70671 1.09636 0.15
H -1.17503 -1.49650 -0.17456 0.05
H -0.65581 1.11632 1.22194 0.29
H -0.30031 1.03626 -0.41709 0.36
H 1.00329 -0.19642 1.94384 0.47
H 0.53816 -1.40824 0.85318 0.38
H 1.62788 -0.11526 -1.08643 0.26
H 2.62299 -1.14139 -0.11504 0.35
H 4.87017 1.58688 0.03569 0.30
H 4.59189 0.03754 -0.62234 0.36
H 4.73643 0.28730 1.17137 0.27
H 2.59161 1.26382 1.14694 0.24
H -4.74559 -1.26645 -0.63344 0.27
H -4.24731 -0.02935 -1.18275 0.46
O -5.10741 -0.43062 -0.94278 -0.69


## three
22
Properties=species:S:1:pos:R:3:mulliken_charge:R:1 method="wB97M-V/def2-TZVPD" orbital_gap_ha=0.243 lumo_ev=3.58 total_charge=-1 homo_energy_ev=-3.04
C -0.05878 -0.75802 0.20862 -0.26
N 0.42898 0.45848 -0.51459 -0.38
C -0.22484 1.76208 0.03918 -0.40
O -0.14836 2.02253 1.29977 -0.89
C 0.68480 -2.06223 -0.17142 -0.69
C -0.18051 -3.27664 -0.59002 -0.67
C -1.20080 -3.07315 -1.79614 -1.17
H -0.07544 -0.69639 1.33876 0.22
H -1.13270 -1.00535 -0.04049 0.04
H 1.46386 0.58130 -0.43273 0.23
H 0.03668 2.74458 -0.55051 0.25
H -1.35651 1.49222 -0.34811 0.14
H 1.40808 -2.39572 0.48360 0.44
H 1.31102 -1.68922 -1.00676 0.31
H 0.52792 -4.04781 -0.83453 0.42
H -0.86854 -3.49365 0.20007 0.29
H -1.98938 -2.49637 -1.51677 0.41
H -1.56088 -4.14559 -1.93898 0.31
H -0.74389 -2.86785 -2.72211 0.32
H 1.06044 4.45864 2.20432 0.26
H 0.35888 3.51843 1.47074 0.49
O 0.70316 4.38762 1.34452 -0.68


## four
22
Properties=species:S:1:pos:R:3:mulliken_charge:R:1 method="wB97M-V/def2-TZVPD" orbital_gap_ha=0.270 lumo_ev=3.98 total_charge=-1 homo_energy_ev=-3.36
C 1.27247 1.47888 -1.42690 -0.76
N -0.00900 0.94320 -1.81824 -0.48
C 0.03687 -2.51823 -0.42203 -1.28
C 0.39239 -1.02952 -0.29114 -0.38
C -0.61565 0.06449 -0.66344 0.31
C -1.13492 1.01164 0.61213 -0.78
O -0.18812 1.36169 1.43500 -0.76
H 1.32727 2.01867 -0.44283 0.21
H 1.89763 1.98600 -2.21072 0.40
H 2.09215 0.64660 -1.12954 0.16
H -0.49979 1.65458 -2.22348 0.27
H -1.01979 -2.64138 -0.53904 0.33
H 0.44982 -3.06170 -1.14734 0.42
H 0.28966 -2.86983 0.64635 0.26
H 0.50734 -0.67910 0.71887 0.33
H 1.34299 -0.68511 -0.61161 0.22
H -1.65723 -0.16825 -1.00431 0.19
H -1.82539 1.88173 0.19506 0.23
H -1.84442 0.35914 1.12443 0.32
H -0.87976 -0.22690 3.18343 0.27
H 0.06021 0.55285 2.52909 0.36
O 0.00528 -0.07945 3.48625 -0.83


Stability check: which of them is least stable? four.


## one
22
Properties=species:S:1:pos:R:3:mulliken_charge:R:1 method="wB97M-V/def2-TZVPD" orbital_gap_ha=0.244 lumo_ev=3.70 total_charge=-1 homo_energy_ev=-2.93
C -0.18531 -1.66283 -2.02886 -1.42
C -0.55447 -2.02034 -0.55328 0.64
C -1.09814 -0.74987 0.10258 -1.03
C -0.09559 -0.08380 1.04022 -0.67
C 0.93060 0.91138 0.24135 -0.33
O 0.42495 2.16701 0.35472 -0.92
N -1.58101 -3.06758 -0.52056 -0.56
H 0.12432 -0.61975 -2.02525 0.30
H 0.64487 -2.10594 -2.60225 0.31
H -1.09461 -1.78789 -2.63798 0.32
H 0.30035 -2.50091 -0.04143 0.33
H -1.42141 -0.02855 -0.63903 0.38
H -1.96711 -0.95729 0.74815 0.39
H 0.56101 -0.78642 1.58023 0.38
H -0.59461 0.61307 1.71005 0.28
H 1.95448 0.80076 0.71052 0.25
H 1.08079 0.49759 -0.74823 0.09
H -2.53011 -2.73978 -0.50489 0.15
H -1.30766 -4.00976 -0.70019 0.16
H 1.53821 4.24892 2.15247 0.25
H 1.35468 3.21543 1.15517 0.38
O 1.93900 4.05790 1.29368 -0.70


## two
22
Properties=species:S:1:pos:R:3:mulliken_charge:R:1 method="wB97M-V/def2-TZVPD" orbital_gap_ha=0.250 lumo_ev=3.61 total_charge=-1 homo_energy_ev=-3.18
C -0.42413 1.40834 2.39570 -0.88
N -1.35105 1.17266 1.28581 -0.46
C -0.73738 0.74222 -0.01011 0.56
C 0.36665 -0.28940 0.10041 -0.31
C 1.47558 -0.20437 -1.00646 -0.57
O 2.53973 -0.97706 -0.71921 -0.94
C -1.89329 0.18563 -0.85148 -1.46
H -0.55265 2.37774 2.88035 0.35
H 0.62723 1.33288 2.12577 0.32
H -0.57369 0.67196 3.19567 0.24
H -1.76432 2.08575 1.11176 0.28
H -0.30994 1.61656 -0.51970 0.12
H 0.94273 -0.21206 1.02042 0.13
H 0.00058 -1.31487 0.11265 0.19
H 0.96233 -0.48981 -1.96846 0.09
H 1.69144 0.89214 -1.11458 0.29
H -1.49338 -0.02032 -1.85069 0.35
H -2.71217 0.90144 -0.99875 0.35
H -2.23342 -0.73897 -0.39218 0.36
H 2.20499 -2.50513 -1.14931 0.48
H 1.32472 -3.21405 -2.19017 0.25
O 1.90946 -3.42127 -1.45746 -0.74


Stability check: which of them is least stable? one.


## one
14
Properties=species:S:1:pos:R:3:mulliken_charge:R:1 method="wB97M-V/def2-TZVPD" orbital_gap_ha=0.337 lumo_ev=0.91 homo_energy_ev=-8.25
C 0.83323 1.10221 0.24794 -0.68
C 0.82589 0.07571 -0.89464 -0.35
C -0.72098 1.00043 0.19493 -0.31
C -0.89773 -0.45226 0.61202 -0.34
C 0.20259 -1.07631 -0.18747 -0.30
H 1.35482 2.03688 -0.13510 0.30
H 1.43597 0.67459 1.12162 0.27
H 1.76986 0.07899 -1.43678 0.51
H -1.32784 1.78918 0.55548 0.58
H -1.11877 -0.69522 1.62508 0.43
H -1.37096 -2.33845 0.07039 0.29
H 0.92707 -1.76600 0.22488 0.38
N -1.19162 -1.38030 -0.41459 -0.51
S -0.72154 0.95056 -1.58377 -0.26


## two
14
Properties=species:S:1:pos:R:3:mulliken_charge:R:1 method="wB97M-V/def2-TZVPD" orbital_gap_ha=0.361 lumo_ev=0.73 homo_energy_ev=-9.09 smiles=CSC1(C#N)CC1
C 0.99026 -1.36825 1.36526 -0.76
S 0.83372 0.37702 1.39408 -0.09
C 0.05806 0.61024 -0.39198 0.27
C 1.01647 0.18253 -1.29454 0.23
N 1.62860 -0.30957 -2.12798 -0.46
C -0.88598 1.66395 -0.53996 -0.47
C -1.39124 0.26591 -0.49521 -0.60
H 1.04725 -1.63973 0.36339 0.28
H 0.05308 -1.92303 1.85820 0.23
H 1.84676 -1.66571 1.92694 0.34
H -0.88040 2.11988 -1.52733 0.29
H -1.11943 2.25107 0.40017 0.22
H -1.63889 -0.23067 0.43312 0.24
H -1.55825 -0.33362 -1.36415 0.27


## three
14
Properties=species:S:1:pos:R:3:mulliken_charge:R:1 method="wB97M-V/def2-TZVPD" orbital_gap_ha=0.366 lumo_ev=0.73 homo_energy_ev=-9.23 smiles="[H]/N=C(/C)SC=C=C"
H -0.20727 -0.68757 -1.55196 0.33
N -1.22495 -0.54466 -1.40410 -0.67
C -1.37951 -0.15068 -0.22590 0.61
C -2.64193 0.32208 0.43983 -1.10
S -0.05548 0.12215 0.99534 -0.12
C 1.41431 -0.44657 0.14713 -0.89
C 2.32256 0.45983 -0.30893 0.58
C 3.07053 1.39270 -0.87119 -0.70
H -3.21248 -0.55364 0.70366 0.27
H -2.50933 1.00553 1.25301 0.38
H -3.17746 0.88055 -0.32668 0.32
H 1.76132 -1.42163 0.01240 0.48
H 3.12152 1.28105 -1.98256 0.24
H 3.92867 1.85536 -0.30805 0.26


Stability check: which of them is least stable? one.


## one
14
Properties=species:S:1:pos:R:3:mulliken_charge:R:1 method="wB97M-V/def2-TZVPD" orbital_gap_ha=0.361 lumo_ev=1.02 homo_energy_ev=-8.80 smiles="[H]/N=C/N.CN"
H -1.14491 2.73292 1.12222 0.23
N -1.20685 1.86914 0.59784 -0.60
C -1.98653 1.05457 1.16828 0.09
N -2.25341 -0.20057 0.65974 -0.47
H -2.42991 1.25050 2.14944 0.29
H -3.14269 -0.56170 0.96787 0.23
H -2.09113 -0.29291 -0.33136 0.25
C 2.01999 -1.38268 -1.08274 -0.64
N 2.04385 -0.12380 -0.35435 -0.53
H 2.61136 -1.35700 -1.99656 0.24
H 1.02269 -1.73335 -1.29735 0.26
H 2.45697 -2.16904 -0.45882 0.24
H 2.84982 0.43471 -0.60558 0.21
H 1.25078 0.47924 -0.53862 0.21


## two
14
Properties=species:S:1:pos:R:3:mulliken_charge:R:1 method="wB97M-V/def2-TZVPD" orbital_gap_ha="0.312 / 0.312" lumo_ev="0.88 / 0.88" homo_energy_ev="-7.61 / -7.61"
C -1.14744 -1.33832 -0.09916 -0.45
C -0.23967 1.75885 -0.13405 -0.78
N -0.54740 0.45387 -0.66833 -0.49
N 0.55626 -0.42995 -0.49796 -0.11
N 1.12963 -0.55993 0.83702 -0.57
H 1.32597 -0.19321 -1.15162 0.26
H 1.90117 0.09192 0.94633 0.25
H 1.48784 -1.50737 0.92426 0.23
H 0.70945 2.12228 -0.58279 0.29
H -1.74680 -1.38782 -0.99533 0.30
H -0.62180 -2.27462 0.08301 0.25
H -1.65676 -0.98504 0.78656 0.26
H -0.11106 1.80020 0.95926 0.26
H -1.03941 2.44916 -0.40719 0.30


Stability check: which of them is least stable? two.


## one
9
Properties=species:S:1:pos:R:3:mulliken_charge:R:1 method="wB97M-V/def2-TZVPD" orbital_gap_ha=0.385 lumo_ev=0.10 homo_energy_ev=-10.36 smiles=N#Cc1ncco1
N -3.37871 -0.01642 -0.07669 -0.35
C -2.24134 0.00394 0.07591 0.18
C -0.79775 0.11935 0.12241 0.57
N -0.07367 1.20504 -0.06042 -0.51
C 1.23728 0.66083 -0.01045 -0.30
C 1.24054 -0.65781 -0.02283 -0.07
O -0.07304 -0.99342 0.00462 -0.30
H 2.24359 1.13520 0.13604 0.32
H 1.84309 -1.45671 -0.16861 0.46


## two
9
Properties=species:S:1:pos:R:3:mulliken_charge:R:1 method="wB97M-V/def2-TZVPD" orbital_gap_ha=0.383 lumo_ev=-0.46 homo_energy_ev=-10.90 smiles="N#CC#CC(N)=O"
N -1.54425 3.02236 -0.13196 -0.35
C -0.92358 2.31146 -0.80364 0.36
C -0.09226 1.30760 -1.26934 -0.01
C 0.53003 0.41804 -0.73528 0.12
C 1.24401 -0.54881 0.08291 0.33
N 0.86303 -0.54281 1.38965 -0.36
O 2.10093 -1.25899 -0.39585 -0.54
H 0.14830 0.05189 1.78624 0.22
H 1.32600 -1.20826 1.99016 0.23


Stability check: which of them is least stable? two.


## one
19
Properties=species:S:1:pos:R:3:mulliken_charge:R:1 method="wB97M-V/def2-TZVPD" orbital_gap_ha=0.371 lumo_ev=0.70 homo_energy_ev=-9.39 smiles=NC[C@@H](N)CS.O
N -0.95582 0.94420 -2.02260 -0.61
C -0.56278 1.37287 -0.66145 -0.69
C -0.20402 0.22287 0.39436 -0.20
N 0.89856 -0.54793 -0.04976 -0.56
C 0.13551 0.79388 1.86788 -0.71
S 0.28361 -0.53107 3.17558 -0.22
H -0.13024 1.02732 -2.61185 0.29
H -1.17791 -0.02146 -2.03593 0.29
H 0.31715 2.01765 -0.79925 0.32
H -1.36333 1.96668 -0.18892 0.28
H -0.92089 -0.58801 0.52850 0.35
H 1.74023 0.10175 -0.11405 0.26
H 1.07730 -1.31292 0.68083 0.33
H 1.09238 1.33935 1.79735 0.36
H -0.63402 1.50081 2.17027 0.36
H -0.82195 -1.20725 2.85654 0.13
O 0.16686 -2.27456 -1.97402 -0.72
H 0.60985 -1.62964 -1.28574 0.46
H 0.44952 -3.17454 -1.72777 0.29


## two
19
Properties=species:S:1:pos:R:3:mulliken_charge:R:1 method="wB97M-V/def2-TZVPD" orbital_gap_ha=0.364 lumo_ev=0.85 homo_energy_ev=-9.04 smiles=NCNCCS.O
N 2.71846 -0.16572 0.62029 -0.58
C 2.24193 0.73655 -0.43262 -0.67
N 0.83292 1.01309 -0.27544 -0.21
C -0.03840 -0.09765 -0.60255 -0.46
C -1.49572 0.32710 -0.54024 -0.71
S -2.64892 -0.96222 -1.05563 -0.23
H 2.36292 -1.10038 0.43781 0.20
H 3.73318 -0.24018 0.57638 0.24
H 2.49095 0.35937 -1.44134 0.37
H 2.78034 1.67815 -0.32435 0.40
H 0.61317 1.83433 -0.82743 0.25
H 0.10955 -0.88643 0.14375 0.30
H 0.17049 -0.53519 -1.59187 0.32
H -1.61134 1.19391 -1.19731 0.34
H -1.77541 0.65700 0.45765 0.36
H -2.25156 -1.82192 -0.10678 0.11
O 0.57715 0.17362 2.86704 -0.68
H 1.32583 0.06126 2.25951 0.35
H 0.60631 1.08461 3.17487 0.31


Stability check: which of them is least stable? one.